# 1
Formula: C5H10O
Source: the OMol25 dataset
Level of theory: ωB97M-V with the def2-TZVPD basis set

Values from the calculation:
Relative energy (zero: lowest compared OMol25 entry of this formula, charge and spin)   98.0 kcal/mol
Kohn-Sham gap (spin up / spin down)   9.2 / 7.4 eV
LUMO energy (spin up / spin down)   -0.35 / -1.25 eV
Largest force on an atom   1.54 eV/A

Positions of all 16 atoms, in Å:
O -1.31210 0.36318 -1.68681
H 1.45692 0.91175 1.27314
H 1.20564 -0.47051 -1.47946
H -2.00982 1.74119 0.10584
C 1.75502 0.16575 0.52713
C -1.04030 -1.18626 0.08114
C -0.59738 0.24030 -0.61320
H 1.64860 -0.82670 0.97992
H -0.67409 -1.90247 -0.65700
C 0.93294 0.30288 -0.75049
H -1.36127 0.68902 1.48248
C -1.27313 1.01501 0.44632
H -0.55876 -1.34336 1.04851
H 2.81951 0.31468 0.31889
H -2.12457 -1.28006 0.15723
H 1.13281 1.26559 -1.23363

***

# 2
Formula: C5H10O
Source: the OMol25 dataset
Level of theory: ωB97M-V with the def2-TZVPD basis set

Values from the calculation:
SMILES   CC1(C)C[C@H]1O
Relative energy (zero: lowest compared OMol25 entry of this formula, charge and spin)   24.6 kcal/mol
Kohn-Sham gap   10.2 eV
LUMO energy   0.95 eV
Largest force on an atom   0.30 eV/A

Positions of all 16 atoms, in Å:
C -0.28837 0.06620 1.26612
C 1.50987 -0.73629 -0.39224
O -1.61693 -0.13903 1.64199
H 1.39454 -1.82202 -0.49495
H -1.81850 0.13642 -1.02820
H -2.17398 0.46062 1.13610
C 0.16091 1.28681 0.51764
H -0.49628 0.06187 -2.19347
H -1.03856 -1.40434 -1.35982
C 0.17396 -0.07445 -0.15307
H -0.60472 1.98943 0.19164
C -0.85149 -0.33230 -1.23532
H 1.10359 1.75864 0.78693
H 2.19814 -0.54691 0.43757
H 0.37733 -0.30267 2.04299
H 1.97997 -0.35126 -1.30409

***

# 3
Formula: C5H10O
Source: the OMol25 dataset
Level of theory: ωB97M-V with the def2-TZVPD basis set

Values from the calculation:
SMILES   C[C@H]1C[C@H]1CO
Relative energy (zero: lowest compared OMol25 entry of this formula, charge and spin)   29.9 kcal/mol
Kohn-Sham gap   11.1 eV
LUMO energy   1.03 eV
Largest force on an atom   0.37 eV/A

Positions of all 16 atoms, in Å:
H -0.06930 2.54631 -0.34013
C 0.64502 0.43915 -0.69914
H 1.91867 -0.13941 0.95608
C -0.85178 0.44735 -0.51225
H 2.49837 -0.62354 -0.63092
H 0.11524 1.52225 1.16121
H -1.09591 -0.70250 1.31788
C -0.02186 1.54584 0.08023
C 1.59751 -0.53981 -0.01675
O 1.12767 -1.86853 0.12434
H 0.95432 0.71101 -1.70629
C -1.60284 -0.53306 0.35993
H 0.51118 -1.88130 0.86370
H -2.59845 -0.14187 0.59741
H -1.72650 -1.49855 -0.14208
H -1.40135 0.71667 -1.41322

***

# 4
Formula: C5H10O
Source: the OMol25 dataset
Level of theory: ωB97M-V with the def2-TZVPD basis set

Values from the calculation:
SMILES   COC1CCC1
Relative energy (zero: lowest compared OMol25 entry of this formula, charge and spin)   30.7 kcal/mol
Kohn-Sham gap   10.8 eV
LUMO energy   1.19 eV
Largest force on an atom   0.32 eV/A

Positions of all 16 atoms, in Å:
C 0.38674 0.46698 1.84024
H 0.69049 2.33908 0.58188
H -0.79221 -1.84078 -1.48704
H 0.35092 -0.97680 -2.55308
H 0.99484 -1.47961 0.82929
H 1.41441 0.57224 2.19273
H -0.76086 -1.18930 0.93257
O -0.74982 0.23724 -1.28277
C 0.22008 -0.71171 0.84809
C 0.05362 1.45692 0.69756
H -0.27447 0.47602 2.71209
H -1.40066 -0.86148 -2.84950
H -0.99157 1.77547 0.70620
C -0.63650 -0.91933 -2.07143
H 1.24192 0.34039 -0.78902
C 0.25306 0.31467 -0.30782

***

# 5
Formula: C5H10O
Source: the OMol25 dataset
Level of theory: ωB97M-V with the def2-TZVPD basis set

Values from the calculation:
SMILES   CC#CCC.O
Relative energy (zero: lowest compared OMol25 entry of this formula, charge and spin)   59.7 kcal/mol
Kohn-Sham gap   9.8 eV
LUMO energy   0.83 eV
Largest force on an atom   3.68 eV/A

Positions of all 16 atoms, in Å:
H -0.84678 0.98651 1.04147
O -1.45372 1.01028 0.26732
C 1.56342 0.64423 -0.04289
C -1.46772 -2.05243 0.74402
H 2.57447 0.19655 -0.09584
H 1.48291 0.82841 -2.24367
H -2.34304 -1.39029 0.85356
H -1.89805 0.13233 0.27345
C 1.27645 1.39133 -1.31787
H 1.54968 1.34399 0.81477
C -0.24223 -1.30803 0.47917
H -1.66823 -2.76884 -0.07033
H 0.24539 1.78027 -1.36515
H -1.33293 -2.61560 1.68278
H 1.97241 2.24527 -1.26274
C 0.58796 -0.42397 0.24196

***

# 6
Formula: C5H10O
Source: the OMol25 dataset
Level of theory: ωB97M-V with the def2-TZVPD basis set

Values from the calculation:
SMILES   CC/C=C/CO
Relative energy (zero: lowest compared OMol25 entry of this formula, charge and spin)   33.9 kcal/mol
Kohn-Sham gap   10.3 eV
LUMO energy   1.01 eV
Largest force on an atom   2.23 eV/A

Positions of all 16 atoms, in Å:
C 0.62451 -1.77622 1.36617
C -0.22864 2.15074 -1.11872
H 0.68882 2.39299 -0.61023
H 0.52939 -2.71393 0.80770
C -0.32846 -0.14527 -0.18328
O -0.56705 -1.71615 2.15509
H -0.34698 2.79702 -1.98202
H -1.42796 0.56539 -1.86351
C -0.43029 0.66316 -1.43788
H 0.28215 0.30092 -2.18472
H 1.47341 -1.97119 2.03226
C 0.76268 -0.60746 0.40867
H -1.08741 2.43215 -0.49808
H -1.30101 -0.34037 0.26222
H -0.32279 -1.37061 3.02158
H 1.67961 -0.66117 -0.17527